The following is a quantum chemistry calculation of a 11-piece molecular cluster, C44H121N11O11 overall in a non-equilibrium geometry, from OMol25.

Each atom is followed by the atoms it is bonded to, with distances in Å.
Atoms and positions in Å:
1 C 23.825 -17.301 -4.997  C2 1.563, H7 1.090, H8 1.090, H9 1.090
2 C 24.438 -18.152 -3.839  C1 1.563, C3 1.541, N6 1.512, H10 1.090
3 C 25.633 -18.961 -4.380  C2 1.541, O4 1.491, H11 1.090, H12 1.090
4 O 26.191 -19.819 -3.296  C3 1.491, C5 1.400
5 C 27.315 -20.567 -3.666  O4 1.400, H13 1.090, H14 1.090, H15 1.090
6 N 24.747 -17.194 -2.711  C2 1.512, H16 1.010, H17 1.010
7 H 24.620 -16.760 -5.511  C1 1.090
8 H 22.975 -16.726 -4.630  C1 1.090
9 H 23.478 -17.962 -5.792  C1 1.090
10 H 23.772 -18.920 -3.445  C2 1.090
11 H 26.457 -18.298 -4.645  C3 1.090
12 H 25.437 -19.425 -5.347  C3 1.090
13 H 27.327 -21.105 -4.614  C5 1.090
14 H 27.728 -21.304 -2.977  C5 1.090
15 H 28.091 -19.808 -3.570  C5 1.090
16 H 25.332 -16.438 -3.038  N6 1.010
17 H 25.197 -17.692 -1.956  N6 1.010
18 C 10.863 -8.735 3.447  C19 1.523, H24 1.090, H25 1.090, H26 1.090
19 C 11.636 -9.105 2.188  C18 1.523, C20 1.539, N23 1.467, H27 1.090
20 C 13.029 -9.681 2.495  C19 1.539, O21 1.459, H28 1.090, H29 1.090
21 O 13.685 -10.128 1.271  C20 1.459, C22 1.460
22 C 14.429 -9.001 0.717  O21 1.460, H30 1.090, H31 1.090, H32 1.090
23 N 10.759 -10.060 1.503  C19 1.467, H33 1.010, H34 1.010
24 H 9.827 -8.472 3.231  C18 1.090
25 H 11.402 -7.927 3.941  C18 1.090
26 H 10.893 -9.565 4.153  C18 1.090
27 H 11.732 -8.259 1.507  C19 1.090
28 H 13.048 -10.577 3.115  C20 1.090
29 H 13.572 -8.864 2.971  C20 1.090
30 H 15.255 -9.394 0.124  C22 1.090
31 H 14.916 -8.249 1.337  C22 1.090
32 H 13.714 -8.413 0.141  C22 1.090
33 H 10.739 -10.873 2.100  N23 1.010
34 H 11.285 -10.416 0.717  N23 1.010
35 C 14.549 -13.712 -6.149  C36 1.480, H41 1.090, H42 1.090, H43 1.090
36 C 14.200 -12.276 -6.071  C35 1.480, C37 1.552, N40 1.401, H44 1.090
37 C 12.750 -11.965 -5.615  C36 1.552, O38 1.389, H45 1.090, H46 1.090
38 O 12.473 -10.620 -5.401  C37 1.389, C39 1.510
39 C 12.693 -9.610 -6.502  O38 1.510, H47 1.090, H48 1.090, H49 1.090
40 N 15.135 -11.780 -5.154  C36 1.401, H50 1.010, H51 1.010
41 H 13.880 -14.243 -6.827  C35 1.090
42 H 14.494 -14.191 -5.172  C35 1.090
43 H 15.514 -13.847 -6.639  C35 1.090
44 H 14.442 -11.833 -7.037  C36 1.090
45 H 12.555 -12.496 -4.684  C37 1.090
46 H 11.952 -12.255 -6.299  C37 1.090
47 H 13.777 -9.508 -6.537  C39 1.090
48 H 12.178 -8.663 -6.342  C39 1.090
49 H 12.226 -9.955 -7.425  C39 1.090
50 H 14.802 -12.198 -4.297  N40 1.010
51 H 14.929 -10.810 -4.962  N40 1.010
52 C 12.613 -8.997 -14.251  C53 1.547, H58 1.090, H59 1.090, H60 1.090
53 C 12.255 -7.588 -14.778  C52 1.547, C54 1.544, N57 1.439, H61 1.090
54 C 13.391 -6.543 -14.733  C53 1.544, O55 1.399, H62 1.090, H63 1.090
55 O 13.898 -6.226 -13.468  C54 1.399, C56 1.426
56 C 14.456 -4.916 -13.389  O55 1.426, H64 1.090, H65 1.090, H66 1.090
57 N 11.855 -7.684 -16.157  C53 1.439, H67 1.010, H68 1.010
58 H 11.794 -9.710 -14.152  C52 1.090
59 H 12.996 -8.810 -13.248  C52 1.090
60 H 13.425 -9.490 -14.784  C52 1.090
61 H 11.477 -7.201 -14.120  C53 1.090
62 H 13.052 -5.614 -15.190  C54 1.090
63 H 14.293 -6.790 -15.293  C54 1.090
64 H 14.790 -4.830 -12.355  C56 1.090
65 H 13.691 -4.145 -13.473  C56 1.090
66 H 15.308 -4.632 -14.006  C56 1.090
67 H 10.886 -7.959 -16.229  N57 1.010
68 H 11.868 -6.707 -16.412  N57 1.010
69 C 17.926 -15.525 -13.936  C70 1.600, H75 1.090, H76 1.090, H77 1.090
70 C 18.018 -16.268 -15.350  C69 1.600, C71 1.601, N74 1.393, H78 1.090
71 C 17.167 -15.503 -16.469  C70 1.601, O72 1.438, H79 1.090, H80 1.090
72 O 15.783 -15.248 -16.172  C71 1.438, C73 1.418
73 C 15.043 -15.029 -17.361  O72 1.418, H81 1.090, H82 1.090, H83 1.090
74 N 19.351 -16.363 -15.744  C70 1.393, H84 1.010, H85 1.010
75 H 16.984 -15.301 -13.436  C69 1.090
76 H 18.344 -14.522 -14.033  C69 1.090
77 H 18.495 -16.149 -13.248  C69 1.090
78 H 17.530 -17.241 -15.305  C70 1.090
79 H 17.102 -16.175 -17.325  C71 1.090
80 H 17.602 -14.519 -16.642  C71 1.090
81 H 13.992 -14.745 -17.303  C73 1.090
82 H 14.968 -15.979 -17.889  C73 1.090
83 H 15.501 -14.283 -18.011  C73 1.090
84 H 19.482 -16.326 -16.745  N74 1.010
85 H 19.544 -17.308 -15.441  N74 1.010
86 C 12.829 -2.326 -4.971  C87 1.631, H92 1.090, H93 1.090, H94 1.090
87 C 13.192 -2.907 -3.491  C86 1.631, C88 1.513, N91 1.471, H95 1.090
88 C 14.684 -2.969 -3.246  C87 1.513, O89 1.408, H96 1.090, H97 1.090
89 O 15.288 -3.698 -4.289  C88 1.408, C90 1.481
90 C 16.724 -3.415 -4.520  O89 1.481, H98 1.090, H99 1.090, H100 1.090
91 N 12.314 -2.235 -2.520  C87 1.471, H101 1.010, H102 1.010
92 H 11.761 -2.246 -5.175  C86 1.090
93 H 13.131 -3.095 -5.682  C86 1.090
94 H 13.327 -1.428 -5.336  C86 1.090
95 H 12.880 -3.951 -3.511  C87 1.090
96 H 14.776 -3.488 -2.292  C88 1.090
97 H 15.055 -1.952 -3.120  C88 1.090
98 H 17.423 -3.887 -3.831  C90 1.090
99 H 16.850 -2.339 -4.642  C90 1.090
100 H 16.895 -3.930 -5.466  C90 1.090
101 H 11.366 -2.550 -2.668  N91 1.010
102 H 12.368 -1.271 -2.816  N91 1.010
103 C 2.460 -1.268 -5.083  C104 1.547, H109 1.090, H110 1.090, H111 1.090
104 C 2.355 -2.622 -5.823  C103 1.547, C105 1.561, N108 1.444, H112 1.090
105 C 2.849 -3.862 -5.013  C104 1.561, O106 1.432, H113 1.090, H114 1.090
106 O 4.271 -3.732 -4.907  C105 1.432, C107 1.387
107 C 4.880 -4.480 -3.911  O106 1.387, H115 1.090, H116 1.090, H117 1.090
108 N 0.931 -2.851 -5.879  C104 1.444, H118 1.010, H119 1.010
109 H 2.066 -1.246 -4.067  C103 1.090
110 H 1.963 -0.525 -5.707  C103 1.090
111 H 3.498 -0.972 -4.929  C103 1.090
112 H 2.711 -2.570 -6.852  C104 1.090
113 H 2.716 -4.799 -5.554  C105 1.090
114 H 2.388 -3.825 -4.026  C105 1.090
115 H 4.584 -3.932 -3.017  C107 1.090
116 H 5.948 -4.676 -4.014  C107 1.090
117 H 4.342 -5.428 -3.890  C107 1.090
118 H 0.793 -3.710 -6.390  N108 1.010
119 H 0.419 -2.074 -6.273  N108 1.010
120 C 4.959 -11.176 -8.965  C121 1.510, H126 1.090, H127 1.090, H128 1.090
121 C 5.412 -10.477 -10.224  C120 1.510, C122 1.575, N125 1.460, H129 1.090
122 C 5.667 -11.544 -11.354  C121 1.575, O123 1.399, H130 1.090, H131 1.090
123 O 5.968 -10.982 -12.599  C122 1.399, C124 1.441
124 C 6.075 -11.926 -13.682  O123 1.441, H132 1.090, H133 1.090, H134 1.090
125 N 4.348 -9.630 -10.754  C121 1.460, H135 1.010, H136 1.010
126 H 5.665 -11.946 -8.656  C120 1.090
127 H 3.982 -11.649 -8.861  C120 1.090
128 H 4.793 -10.488 -8.136  C120 1.090
129 H 6.305 -9.876 -10.048  C121 1.090
130 H 4.800 -12.205 -11.374  C122 1.090
131 H 6.584 -12.067 -11.082  C122 1.090
132 H 6.372 -11.418 -14.600  C124 1.090
133 H 5.079 -12.299 -13.919  C124 1.090
134 H 6.891 -12.573 -13.360  C124 1.090
135 H 4.775 -9.214 -11.569  N125 1.010
136 H 4.103 -8.875 -10.129  N125 1.010
137 C 10.600 -22.106 -17.408  C138 1.541, H143 1.090, H144 1.090, H145 1.090
138 C 10.956 -22.005 -15.912  C137 1.541, C139 1.545, N142 1.438, H146 1.090
139 C 11.347 -20.573 -15.484  C138 1.545, O140 1.393, H147 1.090, H148 1.090
140 O 11.575 -20.432 -14.118  C139 1.393, C141 1.432
141 C 11.560 -19.087 -13.625  O140 1.432, H149 1.090, H150 1.090, H151 1.090
142 N 9.922 -22.712 -15.205  C138 1.438, H152 1.010, H153 1.010
143 H 11.363 -21.747 -18.099  C137 1.090
144 H 9.580 -21.755 -17.565  C137 1.090
145 H 10.494 -23.159 -17.671  C137 1.090
146 H 11.861 -22.588 -15.742  C138 1.090
147 H 10.533 -19.942 -15.843  C139 1.090
148 H 12.222 -20.210 -16.024  C139 1.090
149 H 10.580 -18.771 -13.981  C141 1.090
150 H 12.299 -18.481 -14.149  C141 1.090
151 H 11.677 -19.069 -12.542  C141 1.090
152 H 9.188 -22.033 -15.343  N142 1.010
153 H 10.070 -22.703 -14.206  N142 1.010
154 C 17.822 -17.327 0.498  C155 1.492, H160 1.090, H161 1.090, H162 1.090
155 C 16.956 -16.666 -0.522  C154 1.492, C156 1.492, N159 1.452, H163 1.090
156 C 15.595 -16.443 0.047  C155 1.492, O157 1.351, H164 1.090, H165 1.090
157 O 15.106 -17.627 0.478  C156 1.351, C158 1.434
158 C 14.447 -18.443 -0.499  O157 1.434, H166 1.090, H167 1.090, H168 1.090
159 N 17.680 -15.451 -0.848  C155 1.452, H169 1.010, H170 1.010
160 H 17.261 -18.067 1.069  C154 1.090
161 H 18.245 -16.723 1.301  C154 1.090
162 H 18.680 -17.784 0.005  C154 1.090
163 H 16.871 -17.323 -1.388  C155 1.090
164 H 14.909 -16.052 -0.705  C156 1.090
165 H 15.694 -15.689 0.828  C156 1.090
166 H 15.014 -18.450 -1.430  C158 1.090
167 H 13.528 -18.059 -0.941  C158 1.090
168 H 14.314 -19.472 -0.165  C158 1.090
169 H 18.568 -15.712 -1.253  N159 1.010
170 H 17.285 -14.889 -1.589  N159 1.010
171 C 6.495 -2.720 -11.219  C172 1.526, H177 1.090, H178 1.090, H179 1.090
172 C 6.727 -1.216 -11.106  C171 1.526, C173 1.586, N176 1.459, H180 1.090
173 C 5.631 -0.363 -11.872  C172 1.586, O174 1.486, H181 1.090, H182 1.090
174 O 5.554 -0.727 -13.311  C173 1.486, C175 1.456
175 C 4.490 -0.078 -14.065  O174 1.456, H183 1.090, H184 1.090, H185 1.090
176 N 6.436 -0.931 -9.705  C172 1.459, H186 1.010, H187 1.010
177 H 6.914 -3.489 -10.571  C171 1.090
178 H 6.687 -3.046 -12.241  C171 1.090
179 H 5.434 -2.942 -11.105  C171 1.090
180 H 7.723 -0.954 -11.461  C172 1.090
181 H 5.909 0.677 -11.705  C173 1.090
182 H 4.643 -0.476 -11.425  C173 1.090
183 H 4.531 1.011 -14.083  C175 1.090
184 H 3.485 -0.271 -13.690  C175 1.090
185 H 4.476 -0.308 -15.130  C175 1.090
186 H 5.550 -1.301 -9.389  N176 1.010
187 H 7.046 -1.495 -9.131  N176 1.010

Summary:
multiplicity = 1
maximum force = 0.1096 Eh/bohr
HOMO level = -9.159 eV
relative energy (zero: lowest compared OMol25 entry of this formula, charge and spin) = 8.7949 eV
E = -3178.4651 a.u.
structure (SMILES) = COC[C@H](C)N.COC[C@H](C)N.COC[C@H](C)N.COC[C@H](C)N.COC[C@H](C)N.COC[C@H](C)N.COC[C@H](C)N.COC[C@H](C)N.COC[C@H](C)N.COC[C@H](C)N.COC[C@H](C)N